The following is a DFT calculation (wB97M-V/def2-TZVPD) of C40H59ClFIN14O8P2S2 as an isolated structure at a distorted geometry.

XYZ file:
```
128
Properties=species:S:1:pos:R:3:forces:R:3:mulliken_charge:R:1
C 1.37930 1.25584 6.19340 1.28 0.27 0.16 -0.61
C 2.00413 -0.23626 6.18724 0.24 -0.19 0.06 -0.75
C 1.27901 -1.24491 5.09037 -1.23 0.64 3.21 0.52
N 2.21749 -2.03747 4.28393 -0.95 -0.79 -0.23 0.04
C 1.78834 -2.52580 2.94444 2.53 -0.35 -0.28 -1.41
C 1.91804 -1.39920 1.72390 -1.37 -0.85 1.11 1.02
P 2.25809 -2.41805 0.13575 0.78 1.86 -1.24 0.77
C 3.85183 -3.37443 0.15185 1.85 -0.81 0.26 -0.88
C 0.89159 -2.92713 -0.95115 -2.33 -0.75 -2.04 -0.77
P 3.71823 -0.63608 1.77277 1.26 0.13 0.82 0.25
O 4.09065 0.14331 3.22878 -1.28 -0.62 -1.29 -0.40
Cl 3.81727 0.94739 0.29618 -0.58 -0.63 0.96 -0.19
C 0.72400 -0.35412 1.62424 0.02 1.57 -2.34 -1.68
I 1.08502 1.63213 2.59195 0.23 -0.75 0.36 0.13
C 0.36842 0.14052 0.08032 -1.56 -0.97 0.53 1.05
C -0.39013 1.56353 0.01576 2.72 4.55 -3.48 0.06
O 0.19900 2.53288 -0.62203 -3.15 -5.05 3.36 -0.61
O -1.70183 1.86341 0.54061 0.95 -2.90 -1.59 -0.29
C -2.66023 0.81427 0.27711 -3.31 -3.56 3.85 0.66
C -2.90504 0.10114 -1.16354 0.64 -0.27 0.87 -0.57
O -3.36147 0.35593 1.26431 3.69 3.17 -4.92 -0.55
O -0.56126 -0.68393 2.19493 1.35 -2.01 0.73 -0.34
S -0.96234 -2.24251 2.47745 -9.83 -2.07 -0.19 1.70
O -1.97066 -2.23893 3.65034 4.69 0.64 -2.60 -0.74
O -1.80402 -2.75545 1.28715 4.25 1.67 2.68 -0.69
C 0.46515 -3.43876 2.87429 -0.14 -0.25 0.57 0.36
C 0.09778 -4.26772 4.23928 -1.89 0.43 0.75 -0.23
C -1.07134 -5.40077 3.97971 1.21 -5.70 -0.91 0.11
O -0.72550 -6.63961 3.84025 -2.20 7.02 0.91 -0.45
F -2.47442 -5.10689 3.94726 4.00 -0.16 0.22 -0.22
N 0.35987 -4.46880 1.80475 5.47 -3.35 0.07 -0.45
C 1.31951 -5.35607 1.74356 -1.64 0.56 1.48 0.28
S 2.42826 -6.62727 1.91938 -3.23 3.79 -0.87 -0.15
H 0.37759 1.37064 5.62970 1.56 -0.39 1.10 0.22
H 2.17106 1.94268 5.67286 -1.75 -1.12 0.91 0.17
H 1.32745 1.65079 7.29037 -0.19 -0.97 -2.28 0.29
H 1.91255 -0.66016 7.27445 0.06 0.51 -2.14 0.41
H 3.15616 -0.20117 5.98668 -2.05 0.00 0.24 0.25
H 0.67175 -1.93653 5.81997 0.73 1.11 -1.59 -0.06
H 0.49614 -0.60564 4.54863 1.43 -1.20 0.24 -0.32
H 2.53258 -2.86267 4.84760 -0.27 1.17 -0.75 0.41
H 2.68898 -3.23129 2.66649 -1.84 1.04 0.44 0.26
H 4.70761 -2.67098 -0.22681 -1.75 -1.26 0.68 0.35
H 4.21982 -3.73951 1.19994 -0.87 0.37 -1.87 0.36
H 3.81877 -4.24175 -0.62217 -0.19 1.50 1.75 0.38
H 1.27479 -3.72142 -1.72366 -0.30 1.54 1.61 0.28
H -0.08738 -3.37197 -0.53374 1.68 0.60 -0.10 0.44
H 0.55026 -2.02648 -1.62846 0.94 -1.86 1.48 -0.01
H 3.36501 0.23803 3.88108 0.30 0.00 -0.57 0.28
H -0.42393 -0.64406 -0.28127 1.62 1.26 0.52 -0.17
H 1.28923 0.13704 -0.60676 -1.50 0.28 1.19 -0.05
H -1.92393 -0.04132 -1.77346 -1.80 0.74 0.85 0.21
H -3.73485 0.64859 -1.75083 1.84 -0.88 1.21 0.21
H -3.27288 -0.98144 -0.92510 0.59 2.16 -0.17 0.30
H -0.36359 -3.62801 5.07297 0.86 -0.50 -1.47 0.33
H 1.01895 -4.80097 4.68431 -1.49 0.60 -1.20 0.45
C 3.33130 0.48077 -3.91189 -0.75 -0.80 0.28 -0.23
C 2.16392 -0.42826 -3.63394 -3.68 -2.95 0.93 0.52
N 1.22395 -1.15669 -3.41316 4.87 4.03 -1.53 -0.63
H 3.78827 0.21763 -4.86836 -0.12 -0.07 0.09 0.36
H 2.98843 1.51925 -3.95137 0.13 -0.52 0.07 -0.18
H 4.07817 0.38137 -3.12101 -0.16 -0.11 -0.01 0.23
C 0.48171 -9.72606 4.26511 0.97 -0.12 0.19 -0.58
C 1.94720 -9.85561 4.58271 4.90 -0.37 1.01 0.34
N 3.12651 -9.95239 4.83244 -6.24 0.53 -1.35 -0.45
H 0.05781 -10.70986 4.05317 0.15 0.07 0.06 0.32
H -0.04513 -9.28672 5.11453 0.14 -0.01 -0.12 0.23
H 0.34662 -9.08414 3.39212 0.08 -0.01 0.16 0.18
C -5.64950 3.00817 -4.16252 0.47 -0.95 0.58 -0.46
C -4.89388 1.74127 -3.85537 2.44 -4.10 0.87 0.35
N -4.28681 0.72360 -3.60897 -3.49 5.44 -1.95 -0.61
H -6.25201 3.30040 -3.30006 0.18 -0.10 -0.03 0.39
H -4.94850 3.81214 -4.39589 -0.06 -0.15 -0.01 0.28
H -6.30637 2.85015 -5.01790 0.21 -0.05 0.27 -0.02
C -7.12149 1.36814 -8.64360 0.51 0.68 0.59 -0.86
C -6.37882 2.36972 -7.79752 2.48 3.29 2.72 0.49
N -5.78213 3.17355 -7.11853 -3.21 -4.21 -3.99 -0.48
H -7.67790 1.88465 -9.42845 0.11 0.01 0.13 0.28
H -6.41491 0.67506 -9.10481 -0.03 0.13 0.11 0.33
H -7.82086 0.80366 -8.02334 0.13 0.10 -0.01 0.28
C 0.17135 5.16626 7.92974 0.91 -0.68 -0.17 -0.75
C 1.37282 4.29234 7.67707 4.07 -2.77 -0.84 0.37
N 2.33584 3.58999 7.47257 -4.96 4.31 1.36 -0.52
H -0.54817 4.64329 8.56265 0.17 0.04 -0.06 0.29
H 0.48178 6.08574 8.42988 -0.03 -0.16 -0.05 0.37
H -0.30693 5.42123 6.98171 0.13 -0.07 0.07 0.23
C -8.88349 4.94353 -6.11765 0.47 0.24 0.90 -0.60
C -8.15853 5.25585 -4.83450 2.41 1.07 4.25 0.42
N -7.57665 5.50643 -3.80494 -3.15 -1.32 -5.51 -0.47
H -8.52569 5.59781 -6.91522 0.03 -0.07 0.16 0.26
H -8.70442 3.90457 -6.40191 0.06 0.14 0.11 0.10
H -9.95649 5.09704 -5.98503 0.15 0.01 0.08 0.32
C 6.73921 -8.20291 1.32295 -0.34 0.85 -0.53 -0.72
C 6.28739 -6.99401 0.54485 -1.51 4.18 -2.71 0.38
N 5.92942 -6.02170 -0.08296 1.96 -5.35 3.45 -0.42
H 7.74596 -8.03903 1.71259 -0.14 0.06 -0.08 0.27
H 6.05886 -8.38313 2.15807 0.04 0.07 -0.12 0.23
H 6.74691 -9.08096 0.67390 -0.03 0.16 0.02 0.26
C -0.20512 3.51530 -4.68271 1.10 -0.16 0.23 -0.57
C 1.26901 3.40808 -4.39068 4.79 -0.29 1.01 0.52
N 2.45257 3.32249 -4.15545 -6.45 1.02 -1.36 -0.76
H -0.61323 2.52625 -4.90205 0.14 0.05 0.07 0.29
H -0.72603 3.93178 -3.81822 0.15 -0.03 -0.09 0.28
H -0.36736 4.16626 -5.54334 0.12 -0.09 0.19 0.10
C -3.71173 6.13066 6.95791 0.53 0.20 0.88 -0.78
C -2.96382 6.43255 8.23091 2.65 1.18 4.74 0.42
N -2.36632 6.67981 9.26074 -3.43 -1.44 -5.96 -0.46
H -3.36278 6.78632 6.15746 0.01 -0.05 0.16 0.27
H -3.54442 5.09170 6.66600 0.02 0.12 0.10 0.27
H -4.78129 6.29051 7.10859 0.16 0.00 0.06 0.32
C -1.81807 6.90666 -7.65632 -0.21 -0.43 0.93 -0.75
C -2.10718 6.27898 -6.31740 -1.02 -2.05 4.45 0.45
N -2.33924 5.77554 -5.24292 1.19 2.71 -5.77 -0.47
H -2.46072 6.46456 -8.42040 0.04 0.00 0.17 0.26
H -2.00571 7.98142 -7.61105 0.01 -0.15 0.08 0.28
H -0.77387 6.73841 -7.92794 -0.12 -0.01 0.11 0.27
C 4.74336 6.09055 -3.04698 1.02 -0.12 0.21 -0.43
C 6.21752 5.98337 -2.75372 4.90 -0.34 0.98 0.28
N 7.40032 5.89728 -2.51857 -6.30 0.47 -1.27 -0.41
H 4.33472 5.10177 -3.26673 0.09 0.08 0.03 0.05
H 4.22171 6.50734 -2.18292 0.14 -0.06 -0.07 0.26
H 4.58213 6.74193 -3.90843 0.11 -0.07 0.10 0.26
C 2.51002 -4.67339 -5.18264 0.41 0.27 0.93 -0.91
C 3.11940 -4.28294 -3.86154 2.02 1.30 4.34 0.45
N 3.60746 -3.96919 -2.80086 -2.59 -1.72 -6.04 -0.45
H 2.72339 -5.72312 -5.39450 0.03 0.13 0.11 0.33
H 1.42805 -4.52902 -5.14965 0.15 0.05 0.09 0.29
H 2.92757 -4.05663 -5.98110 -0.01 -0.03 0.17 0.27
```
Forces are in eV/Å.

The orbital gap is 6.07 eV. As for the total energy: -5264.3145 a.u. The value obtained for the LUMO energy is -0.705 eV. As for the net charge: 0. The strongest force on any atom comes out at 10.044 eV/A. The value obtained for the HOMO energy is -6.778 eV.